Record 1
Here is a molecular structure, C40H43AsCoN2P2S2Te from the Open Molecules 2025 dataset. Energies are from the ωB97M-V functional and the def2-TZVPD basis.

Each line ends with the Löwdin spin population.
Geometry (Å):
1 Co 1.041 0.767 0.899  2.547
2 C -0.260 0.051 3.801  -0.001
3 P -0.125 -0.976 2.263  0.049
4 C -1.827 -1.585 2.042  0.009
5 C -2.938 -0.992 2.636  0.005
6 C -4.211 -1.485 2.381  0.000
7 C -4.392 -2.549 1.510  0.004
8 C -3.291 -3.111 0.875  0.000
9 C -2.019 -2.636 1.140  0.004
10 C 0.750 -2.460 2.872  0.007
11 C 2.142 -2.365 2.921  0.003
12 C 2.917 -3.439 3.328  0.000
13 C 2.304 -4.629 3.691  0.002
14 C 0.921 -4.728 3.664  0.000
15 C 0.145 -3.655 3.254  0.003
16 C -0.703 1.402 3.314  0.005
17 C -1.474 2.421 3.842  0.002
18 C -1.548 3.429 2.846  0.003
19 C -0.816 2.974 1.764  0.003
20 C -0.451 3.580 0.438  -0.001
21 P -0.006 2.152 -0.667  0.036
22 C 0.765 2.885 -2.139  0.008
23 C 0.543 2.293 -3.383  0.005
24 C 1.175 2.778 -4.515  -0.001
25 C 2.069 3.834 -4.410  0.006
26 C 2.341 4.388 -3.170  -0.001
27 C 1.694 3.918 -2.039  0.006
28 C -1.723 1.801 -1.202  0.007
29 C -2.352 2.464 -2.254  0.003
30 C -3.685 2.206 -2.542  0.000
31 C -4.412 1.318 -1.763  0.001
32 C -3.798 0.674 -0.699  0.000
33 C -2.460 0.910 -0.429  0.001
34 N -0.316 1.743 2.053  0.058
35 H 0.740 0.082 4.250  0.000
36 H -0.943 -0.405 4.519  0.000
37 H -2.817 -0.132 3.282  0.000
38 H -5.071 -1.040 2.864  0.000
39 H -5.387 -2.927 1.315  0.000
40 H -3.430 -3.925 0.173  0.000
41 H -1.155 -3.070 0.651  0.000
42 H 2.619 -1.436 2.626  0.001
43 H 3.996 -3.355 3.340  0.000
44 H 2.905 -5.480 3.987  0.000
45 H 0.442 -5.654 3.956  0.000
46 H -0.933 -3.747 3.236  0.000
47 H -1.918 2.455 4.826  0.001
48 H -2.095 4.357 2.911  0.001
49 H 0.415 4.242 0.542  0.000
50 H -1.274 4.145 0.001  0.000
51 H -0.124 1.443 -3.454  0.000
52 H 0.982 2.329 -5.481  0.000
53 H 2.574 4.207 -5.292  0.000
54 H 3.068 5.187 -3.090  0.000
55 H 1.918 4.351 -1.071  0.000
56 H -1.809 3.182 -2.855  0.000
57 H -4.159 2.710 -3.375  0.000
58 H -5.457 1.138 -1.981  0.000
59 H -4.357 -0.010 -0.076  0.000
60 H -1.969 0.406 0.387  0.000
61 C 3.979 0.771 4.611  0.000
62 C 3.347 2.115 4.213  0.003
63 C 2.815 2.038 2.866  0.020
64 N 2.419 1.921 1.795  0.036
65 H 4.527 0.874 5.546  0.000
66 H 4.669 0.437 3.837  0.000
67 H 3.215 0.006 4.741  0.000
68 H 4.094 2.910 4.241  0.001
69 H 2.532 2.384 4.888  0.000
70 C -3.060 -2.119 -3.331  0.000
71 As -1.187 -2.601 -3.106  0.000
72 C -0.450 -2.573 -4.902  0.000
73 C -1.196 -4.498 -2.668  0.000
74 S -0.140 -1.427 -1.748  0.007
75 H -3.528 -2.754 -4.085  0.000
76 H -3.120 -1.073 -3.628  0.000
77 H -3.566 -2.228 -2.372  0.000
78 H -1.115 -3.105 -5.582  0.000
79 H 0.527 -3.053 -4.891  0.000
80 H -0.324 -1.544 -5.234  0.000
81 H -1.896 -5.042 -3.301  0.000
82 H -1.464 -4.628 -1.621  0.000
83 H -0.191 -4.889 -2.820  0.000
84 Te 2.718 -0.878 -0.219  0.122
85 C 3.388 0.033 -1.988  0.014
86 C 4.213 1.113 -2.105  0.007
87 C 4.645 1.354 -3.437  0.000
88 C 4.142 0.453 -4.320  0.005
89 S 3.123 -0.688 -3.536  0.004
90 H 4.514 1.711 -1.257  0.000
91 H 5.307 2.162 -3.717  0.000
92 H 4.303 0.383 -5.384  0.000

Output
Frontier orbital gap (alpha / beta)   0.2427 / 0.2467 Ha
ΔE to the lowest compared entry with this formula, charge and spin   26.6 kcal per mole
Spin multiplicity   4
E_tot   -7025.194141 hartree
Molecular weight   939.34 u

***

Record 2
Here is a molecular structure, C40H43AsNOP2SSe2Te2Tl from the Open Molecules 2025 dataset. Energies are from the ωB97M-V functional and the def2-TZVPD basis.

Each line ends with the Löwdin charge.
Geometry (Å):
1 Tl 0.566 -0.829 -1.601  0.242
2 C -2.837 1.666 -1.204  -0.314
3 P -2.508 -0.053 -1.791  0.953
4 C -3.638 -0.088 -3.245  -0.361
5 C -5.013 0.126 -3.171  -0.094
6 C -5.791 0.139 -4.318  -0.106
7 C -5.201 -0.070 -5.560  -0.115
8 C -3.836 -0.298 -5.645  -0.091
9 C -3.060 -0.311 -4.492  -0.102
10 C -3.497 -1.035 -0.598  -0.348
11 C -3.910 -2.316 -0.970  -0.117
12 C -4.615 -3.118 -0.087  -0.105
13 C -4.911 -2.660 1.191  -0.123
14 C -4.492 -1.394 1.575  -0.107
15 C -3.787 -0.587 0.691  -0.080
16 C -1.933 1.946 -0.043  -0.485
17 C -1.911 3.035 0.820  -0.119
18 C -0.888 2.759 1.755  -0.106
19 C -0.369 1.520 1.399  -0.443
20 C 0.639 0.706 2.139  -0.298
21 P -0.179 -0.662 3.087  1.090
22 C 0.021 -2.122 1.998  -0.398
23 C 1.203 -2.422 1.314  -0.165
24 C 1.299 -3.539 0.497  -0.122
25 C 0.203 -4.382 0.354  -0.123
26 C -0.975 -4.102 1.027  -0.092
27 C -1.067 -2.977 1.838  -0.106
28 C 1.120 -0.997 4.354  -0.367
29 C 1.331 -0.011 5.324  -0.126
30 C 2.234 -0.196 6.357  -0.122
31 C 2.952 -1.382 6.453  -0.126
32 C 2.744 -2.376 5.508  -0.107
33 C 1.837 -2.187 4.472  -0.092
34 N -1.004 1.016 0.305  0.013
35 H -3.896 1.786 -0.945  0.079
36 H -2.649 2.321 -2.064  0.052
37 H -5.476 0.274 -2.202  0.104
38 H -6.860 0.308 -4.246  0.090
39 H -5.809 -0.064 -6.457  0.088
40 H -3.373 -0.479 -6.608  0.097
41 H -1.997 -0.517 -4.548  0.070
42 H -3.664 -2.687 -1.959  0.067
43 H -4.922 -4.111 -0.395  0.095
44 H -5.455 -3.290 1.886  0.088
45 H -4.695 -1.031 2.576  0.096
46 H -3.428 0.380 1.022  0.095
47 H -2.536 3.917 0.766  0.074
48 H -0.565 3.377 2.583  0.071
49 H 1.180 1.325 2.857  0.072
50 H 1.377 0.278 1.461  0.045
51 H 2.065 -1.770 1.402  0.085
52 H 2.207 -3.705 -0.071  0.059
53 H 0.257 -5.221 -0.326  0.093
54 H -1.846 -4.730 0.884  0.097
55 H -2.005 -2.744 2.328  0.081
56 H 0.772 0.917 5.266  0.099
57 H 2.383 0.591 7.088  0.094
58 H 3.662 -1.530 7.258  0.089
59 H 3.296 -3.307 5.570  0.096
60 H 1.696 -2.969 3.737  0.095
61 Se 3.945 -1.962 -1.864  -0.411
62 Te 3.175 -3.542 -3.638  -0.038
63 Te 0.838 -2.523 -4.593  -0.061
64 Se -0.821 -3.286 -2.875  -0.372
65 C -0.848 3.103 -4.728  -0.345
66 As 0.134 2.291 -3.224  1.031
67 C 0.266 3.877 -2.093  -0.310
68 C 1.918 2.413 -4.033  -0.319
69 H -0.404 4.062 -5.005  0.008
70 H -1.893 3.251 -4.451  0.005
71 H -0.816 2.426 -5.582  0.010
72 H 0.564 4.747 -2.683  0.019
73 H 1.017 3.682 -1.327  0.008
74 H -0.686 4.053 -1.592  0.006
75 H 2.040 3.362 -4.560  0.018
76 H 2.066 1.581 -4.722  0.017
77 H 2.660 2.354 -3.238  -0.010
78 C 5.272 1.132 -1.187  -0.284
79 S 3.634 1.526 -0.549  0.829
80 O 3.485 3.001 -0.742  -0.541
81 C 4.051 1.263 1.178  -0.393
82 C 4.052 2.345 2.037  -0.076
83 C 4.293 2.129 3.389  -0.085
84 C 4.509 0.844 3.863  -0.096
85 C 4.491 -0.238 2.989  -0.073
86 C 4.260 -0.033 1.639  -0.093
87 H 5.966 1.861 -0.767  0.058
88 H 5.221 1.194 -2.270  0.044
89 H 5.532 0.113 -0.914  -0.018
90 H 3.844 3.328 1.633  0.104
91 H 4.287 2.966 4.076  0.097
92 H 4.666 0.673 4.921  0.091
93 H 4.627 -1.242 3.369  0.102
94 H 4.210 -0.870 0.947  0.069

Output
Frontier orbital gap   0.2001 Ha
Net charge   -2
ΔE to the lowest compared entry with this formula, charge and spin   3.6 kcal per mole
E_tot   -10508.214614 hartree
Molecular weight   1340.23 u

***

Record 3
Here is 6 unconnected molecules or ions with the total composition C40H43BNO22 from the Open Molecules 2025 dataset. Energies are from the ωB97M-V functional and the def2-TZVPD basis.

Each line ends with the Löwdin charge.
Geometry (Å):
1 C 2.967 3.435 -2.302  -0.137
2 C 1.333 3.417 -2.405  -0.204
3 C 0.597 2.410 -1.301  -0.292
4 C 1.306 0.939 -1.171  -0.076
5 C 0.305 3.158 0.150  -0.223
6 C -0.324 2.176 1.300  -0.136
7 C 0.529 2.085 2.694  -0.122
8 C 2.151 2.226 2.542  -0.142
9 B 2.965 0.769 2.538  -0.382
10 O 4.440 0.885 2.818  0.047
11 O 2.313 -0.546 2.315  -0.083
12 C 2.575 -1.348 3.555  -0.069
13 N 2.631 3.056 1.375  0.031
14 C 1.592 3.968 0.761  -0.087
15 H 3.429 2.714 -1.504  0.049
16 H 3.491 3.301 -3.366  0.103
17 H 3.269 4.536 -1.956  0.079
18 H 0.941 4.528 -2.257  0.118
19 H 0.977 3.102 -3.495  0.125
20 H -0.487 2.210 -1.762  0.116
21 H 0.679 0.131 -0.596  0.081
22 H 2.390 0.942 -0.730  0.064
23 H 1.414 0.525 -2.286  0.116
24 H -0.517 3.988 -0.097  0.160
25 H -1.387 2.634 1.593  0.132
26 H -0.578 1.075 0.913  0.116
27 H 0.087 2.829 3.515  0.139
28 H 0.328 0.996 3.139  0.133
29 H 2.532 2.782 3.528  0.179
30 H 4.568 1.668 3.463  0.117
31 H 3.736 -1.467 3.773  0.118
32 H 2.134 -2.444 3.408  0.116
33 H 2.090 -0.835 4.504  0.118
34 H 3.128 2.460 0.646  0.150
35 H 3.395 3.694 1.754  0.139
36 H 2.083 4.744 -0.001  0.148
37 H 1.184 4.647 1.653  0.169
38 C -2.301 -5.126 0.645  0.075
39 C -1.498 -5.348 1.688  -0.199
40 C -0.767 -4.233 2.352  -0.301
41 O -0.051 -4.465 3.320  0.100
42 C -0.933 -2.878 1.805  0.079
43 C -1.733 -2.657 0.760  -0.203
44 C -2.485 -3.767 0.114  -0.297
45 O -3.227 -3.530 -0.834  0.111
46 O -1.891 -1.386 0.239  0.055
47 O -1.318 -6.623 2.192  0.087
48 H -2.840 -5.927 0.155  0.119
49 H -0.382 -2.080 2.286  0.123
50 H -2.519 -1.487 -0.509  0.114
51 H -0.695 -6.521 2.944  0.118
52 C -2.863 1.663 -5.284  0.078
53 C -3.812 2.034 -6.145  -0.202
54 C -5.018 2.780 -5.693  -0.299
55 O -5.865 3.124 -6.510  0.121
56 C -5.148 3.075 -4.257  0.085
57 C -4.200 2.701 -3.395  -0.205
58 C -2.981 1.979 -3.852  -0.296
59 O -2.118 1.665 -3.039  0.067
60 O -4.317 2.973 -2.044  0.078
61 O -3.709 1.738 -7.492  0.090
62 H -1.979 1.122 -5.599  0.138
63 H -6.038 3.603 -3.939  0.141
64 H -3.505 2.604 -1.633  0.107
65 H -4.518 2.112 -7.904  0.121
66 C 7.296 4.863 3.600  0.083
67 C 8.571 5.026 3.243  -0.191
68 C 9.044 4.665 1.878  -0.288
69 O 10.218 4.844 1.572  0.139
70 C 8.066 4.096 0.938  0.099
71 C 6.792 3.930 1.296  -0.197
72 C 6.313 4.316 2.652  -0.289
73 O 5.132 4.168 2.947  0.059
74 O 5.868 3.392 0.419  0.072
75 O 9.501 5.537 4.130  0.104
76 H 6.938 5.123 4.589  0.141
77 H 8.427 3.821 -0.045  0.146
78 H 5.018 3.376 0.912  0.064
79 H 10.349 5.559 3.635  0.126
80 C -1.418 -6.298 -2.977  0.082
81 C -1.329 -7.368 -2.184  -0.195
82 C -0.370 -8.469 -2.476  -0.302
83 O -0.297 -9.431 -1.719  0.113
84 C 0.462 -8.356 -3.684  0.080
85 C 0.370 -7.287 -4.478  -0.208
86 C -0.569 -6.174 -4.172  -0.304
87 O -0.618 -5.197 -4.910  0.107
88 O 1.147 -7.176 -5.617  0.082
89 O -2.126 -7.493 -1.061  0.054
90 H -2.110 -5.490 -2.775  0.130
91 H 1.143 -9.171 -3.894  0.140
92 H 0.898 -6.315 -6.019  0.117
93 H -1.873 -8.350 -0.655  0.126
94 C -5.568 -0.878 4.004  0.082
95 C -4.863 -0.403 2.975  -0.209
96 C -5.424 -0.385 1.596  -0.305
97 O -4.760 0.074 0.673  0.091
98 C -6.774 -0.934 1.393  0.080
99 C -7.478 -1.411 2.422  -0.204
100 C -6.927 -1.404 3.805  -0.301
101 O -7.605 -1.833 4.733  0.117
102 O -8.746 -1.931 2.238  0.089
103 O -3.584 0.091 3.154  0.064
104 H -5.174 -0.895 5.012  0.139
105 H -7.163 -0.931 0.383  0.140
106 H -9.046 -2.209 3.131  0.120
107 H -3.287 0.374 2.262  0.096

Output
Frontier orbital gap   0.2508 Ha
Net charge   +1
ΔE to the lowest compared entry with this formula, charge and spin   149.5 kcal per mole
E_tot   -3284.534977 hartree
Molecular weight   900.58 u

***

Record 4
Here is a molecular structure, C40H43GaIN4P from the Open Molecules 2025 dataset. Energies are from the ωB97M-V functional and the def2-TZVPD basis.

Each line ends with the Löwdin charge.
Geometry (Å):
1 Ga -0.788 -0.104 -0.382  0.501
2 N -2.288 -1.578 1.816  -0.066
3 P -1.394 -0.131 1.916  1.056
4 C -0.422 -0.247 3.391  -0.343
5 C -1.081 -0.283 4.624  -0.072
6 C -0.329 -0.393 5.780  -0.046
7 C 1.060 -0.443 5.705  -0.034
8 C 1.710 -0.387 4.480  -0.038
9 C 0.969 -0.292 3.311  -0.066
10 C -2.647 1.152 2.126  -0.350
11 C -4.002 0.881 1.948  -0.093
12 C -4.932 1.905 2.067  -0.055
13 C -4.512 3.195 2.357  -0.046
14 C -3.160 3.466 2.544  -0.042
15 C -2.228 2.446 2.435  -0.074
16 C -2.669 -2.108 0.608  -0.343
17 C -3.363 -3.321 0.532  0.027
18 C -3.784 -3.764 -0.693  0.002
19 C -3.525 -3.003 -1.843  -0.015
20 C -2.808 -1.857 -1.705  -0.105
21 N -2.361 -1.403 -0.494  0.029
22 H -2.389 -2.163 2.634  0.136
23 H -2.161 -0.201 4.685  0.117
24 H -0.823 -0.424 6.742  0.120
25 H 1.640 -0.519 6.616  0.122
26 H 2.790 -0.416 4.433  0.120
27 H 1.469 -0.241 2.349  0.099
28 H -4.339 -0.126 1.736  0.104
29 H -5.987 1.692 1.946  0.118
30 H -5.239 3.989 2.460  0.120
31 H -2.836 4.467 2.795  0.120
32 H -1.183 2.657 2.619  0.083
33 H -3.560 -3.880 1.437  0.132
34 H -4.326 -4.698 -0.769  0.134
35 H -3.872 -3.312 -2.819  0.128
36 H -2.567 -1.242 -2.560  0.124
37 I -0.015 5.033 -2.857  1.011
38 C -1.354 3.605 -2.201  -0.706
39 C -2.726 3.807 -2.243  -0.074
40 C -3.571 2.809 -1.778  -0.007
41 C -3.031 1.651 -1.269  -0.090
42 N -1.700 1.452 -1.229  0.020
43 C -0.874 2.412 -1.699  -0.157
44 H -3.132 4.728 -2.638  0.119
45 H -4.645 2.932 -1.805  0.129
46 H -3.656 0.866 -0.874  0.110
47 H 0.184 2.192 -1.679  0.094
48 C 1.369 3.633 2.434  -0.034
49 C 2.019 2.620 1.528  -0.257
50 C 3.400 2.551 1.435  -0.003
51 C 4.004 1.638 0.582  -0.241
52 C 5.503 1.572 0.454  -0.029
53 C 3.218 0.780 -0.178  0.009
54 C 1.821 0.795 -0.102  -0.264
55 C 1.249 1.744 0.764  -0.083
56 N 0.975 -0.028 -0.896  0.000
57 C 1.499 -1.097 -1.795  -0.432
58 C 2.266 -0.503 -2.994  -0.068
59 C 2.678 -1.614 -3.967  -0.271
60 C 3.537 -2.648 -3.227  -0.099
61 C 2.732 -3.274 -2.081  -0.271
62 C 1.482 -3.950 -2.647  -0.108
63 C 0.630 -2.905 -3.371  -0.267
64 C 1.424 -2.290 -4.526  -0.106
65 C 0.271 -1.803 -2.369  -0.141
66 C 2.326 -2.182 -1.081  -0.071
67 H 2.090 4.382 2.755  0.087
68 H 0.969 3.162 3.336  0.080
69 H 0.553 4.154 1.928  0.080
70 H 4.012 3.231 2.017  0.124
71 H 5.990 2.292 1.108  0.082
72 H 5.813 1.782 -0.570  0.092
73 H 5.870 0.577 0.711  0.090
74 H 3.728 0.105 -0.839  0.094
75 H 0.170 1.859 0.833  0.056
76 H 3.152 0.035 -2.665  0.110
77 H 1.620 0.228 -3.493  0.131
78 H 3.250 -1.173 -4.784  0.148
79 H 4.446 -2.178 -2.840  0.127
80 H 3.853 -3.430 -3.922  0.129
81 H 3.344 -4.013 -1.561  0.147
82 H 0.906 -4.417 -1.841  0.122
83 H 1.762 -4.745 -3.343  0.130
84 H -0.287 -3.365 -3.748  0.143
85 H 0.811 -1.559 -5.063  0.125
86 H 1.696 -3.069 -5.241  0.130
87 H -0.285 -2.267 -1.541  0.099
88 H -0.356 -1.046 -2.866  0.117
89 H 3.219 -1.774 -0.619  0.109
90 H 1.722 -2.611 -0.272  0.129

Output
Frontier orbital gap   0.2544 Ha
Net charge   +2
E_tot   -4332.540938 hartree
Molecular weight   807.41 u